{"formula": "C3H7AgCl2NO", "method": "ωB97M-V with the def2-TZVPD basis set", "largest_force_ev_per_a": 4.77, "energy_ha": -1315.81816, "homo_lumo_gap_ev": 3.66, "total_charge": -1, "species": ["Ag", "Cl", "Cl", "C", "C", "O", "N", "C", "H", "H", "H", "H", "H", "H", "H"], "xyz": [[0.667, -3.204, 4.307], [1.369, -2.504, 9.070], [-1.447, -6.641, 1.372], [1.316, 2.230, -0.683], [0.175, 1.252, -0.641], [-0.182, 0.793, 0.492], [-0.356, 0.885, -1.778], [-1.312, -0.225, -1.891], [1.806, 2.365, -1.647], [1.960, 2.160, 0.193], [0.913, 3.197, -0.381], [-0.010, 1.134, -2.693], [-2.119, 0.073, -2.561], [-1.739, -0.301, -0.891], [-1.043, -1.213, -2.266]], "forces_ev_per_angstrom": [[-0.2, -0.3, 0.3], [0.0, 0.0, -0.5], [0.2, 0.3, 0.2], [-0.5, 1.3, 0.5], [1.0, -0.8, 4.6], [0.5, 1.1, -2.9], [-1.2, -2.1, -2.9], [-1.4, 0.8, 0.8], [0.2, -0.2, 0.2], [0.4, -1.0, -0.4], [-0.5, 0.4, -0.6], [0.5, 0.6, 0.6], [-0.1, 0.3, 0.0], [-0.1, -0.4, -0.1], [1.1, 0.2, 0.3]]}



{"formula": "C3H7BO", "method": "ωB97M-V with the def2-TZVPD basis set", "largest_force_ev_per_a": 6.06, "energy_ha": -218.48946, "homo_lumo_gap_ev": 10.23, "total_charge": 0, "species": ["B", "C", "C", "C", "O", "H", "H", "H", "H", "H", "H", "H"], "xyz": [[2.395, -0.632, 0.139], [-0.553, -0.012, -0.151], [0.297, 1.018, -0.297], [-2.057, 0.077, -0.032], [2.085, 0.424, -0.521], [1.417, -1.355, 0.673], [3.489, -0.964, 0.193], [-0.242, -1.040, -0.127], [0.377, 1.996, 0.010], [-2.709, -0.317, -0.845], [-2.298, -0.368, 0.978], [-2.200, 1.174, -0.019]], "forces_ev_per_angstrom": [[-2.5, -2.4, 1.6], [0.3, 1.1, -1.2], [1.8, -5.8, 0.0], [0.2, 1.7, 1.1], [-3.9, 3.4, -0.4], [1.8, 0.8, -0.5], [1.3, -0.5, 0.1], [0.9, -0.1, -0.4], [0.2, 2.0, 0.0], [1.0, -0.1, 0.6], [-0.2, 0.5, -1.2], [-0.8, -0.5, 0.3]]}



{"formula": "C3H7BO3", "method": "ωB97M-V with the def2-TZVPD basis set", "largest_force_ev_per_a": 5.00, "energy_ha": -369.03585, "homo_lumo_gap_ev": 9.79, "smiles": "OB1COC[C@H]1O", "total_charge": 0, "species": ["O", "B", "C", "O", "C", "C", "O", "H", "H", "H", "H", "H", "H", "H"], "xyz": [[0.806, -2.266, -0.244], [0.254, -1.021, -0.174], [-1.386, -0.838, 0.179], [-1.559, 0.521, -0.193], [-0.408, 1.223, 0.014], [0.981, 0.569, -0.433], [2.215, 0.996, 0.324], [0.330, -3.098, -0.140], [-1.962, -1.505, -0.506], [-1.609, -0.813, 1.256], [-0.255, 1.244, 1.071], [-0.686, 2.324, -0.406], [1.205, 0.867, -1.471], [2.073, 1.797, 0.723]], "forces_ev_per_angstrom": [[0.8, 0.9, -0.3], [-0.2, -0.4, 0.5], [2.6, 0.5, -0.8], [-1.4, -0.5, -1.9], [1.3, 3.8, -0.4], [-1.3, -0.9, 0.1], [-1.6, -4.3, -2.1], [-0.3, 0.6, 0.1], [0.0, 0.5, 1.0], [-0.2, -1.2, -0.2], [0.1, 0.8, 1.4], [1.2, -2.4, 1.0], [-0.2, -0.7, 0.2], [-0.8, 3.1, 1.5]]}



{"formula": "C3H7BO3", "method": "ωB97M-V with the def2-TZVPD basis set", "largest_force_ev_per_a": 7.94, "energy_ha": -369.01517, "spin_multiplicity": 3, "homo_lumo_gap_ev": [6.04, 9.32], "total_charge": 0, "species": ["B", "C", "C", "C", "O", "O", "O", "H", "H", "H", "H", "H", "H", "H"], "xyz": [[1.623, 0.150, 0.201], [-0.991, -0.606, -0.041], [-2.020, 0.419, -0.607], [0.196, 0.083, 0.892], [-1.111, -1.794, -0.088], [1.941, 1.262, -0.486], [2.322, -0.995, -0.029], [-2.981, 0.471, 0.085], [-2.158, -0.052, -1.571], [-1.510, 1.296, -0.674], [-0.176, 1.039, 1.214], [0.273, -0.536, 1.814], [2.758, 1.038, -0.829], [1.833, -1.774, 0.118]], "forces_ev_per_angstrom": [[-2.6, -1.0, -0.9], [2.2, 7.6, 0.6], [-1.7, -3.9, 1.9], [-0.7, -1.5, 0.8], [-0.6, -5.8, 0.2], [-1.5, 1.0, 1.5], [1.5, 1.2, -0.3], [1.6, 0.0, -1.6], [-1.0, 0.6, -0.4], [1.1, 2.6, -0.2], [-0.3, 0.4, -0.1], [-0.2, 0.2, -0.4], [3.0, -0.1, -1.8], [-0.8, -1.4, 0.5]]}



{"formula": "C3H7BaO3", "method": "ωB97M-V with the def2-TZVPD basis set", "largest_force_ev_per_a": 3.61, "energy_ha": -369.49184, "homo_lumo_gap_ev": 7.24, "total_charge": 1, "species": ["O", "C", "C", "O", "C", "Ba", "H", "H", "H", "H", "H", "O", "H", "H"], "xyz": [[0.438, -1.237, 1.966], [1.148, -0.143, 1.774], [0.871, 0.699, 0.739], [-0.419, 0.479, 0.218], [-1.038, 1.539, -0.500], [-1.041, -1.967, 0.564], [1.837, 0.190, 2.560], [1.243, 1.719, 0.662], [-1.879, 1.102, -1.048], [-1.394, 2.282, 0.226], [-0.338, 1.979, -1.222], [0.014, -2.368, -1.644], [0.997, -2.064, -1.814], [-0.439, -2.210, -2.481]], "forces_ev_per_angstrom": [[1.0, 0.4, 1.1], [0.1, 1.3, -0.3], [-0.3, 0.3, 1.9], [-0.1, -0.5, -1.0], [0.2, 0.2, 0.0], [-1.9, -0.9, 0.3], [0.4, -0.5, -0.6], [0.1, -0.4, -0.1], [0.1, 0.2, 0.1], [0.1, 0.0, -0.4], [-0.2, 0.0, 0.2], [3.2, 0.9, -1.4], [-2.7, -0.9, 0.4], [0.1, -0.1, -0.2]]}



{"formula": "C3H7Br2OP", "method": "ωB97M-V with the def2-TZVPD basis set", "largest_force_ev_per_a": 7.27, "energy_ha": -5683.03156, "homo_lumo_gap_ev": 8.59, "smiles": "CC(C)P(=O)(Br)Br", "total_charge": 0, "species": ["C", "C", "C", "P", "O", "Br", "Br", "H", "H", "H", "H", "H", "H", "H"], "xyz": [[-1.441, -0.629, 0.023], [0.041, -0.377, 0.357], [0.236, 0.966, 1.131], [1.048, -0.142, -1.139], [3.045, 0.381, -0.777], [0.100, 1.449, -2.284], [1.049, -1.944, -2.267], [-1.892, 0.029, -0.850], [-1.423, -1.744, -0.238], [-1.966, -0.544, 0.913], [0.328, -1.257, 1.011], [-0.133, 0.983, 2.072], [-0.309, 1.728, 0.670], [1.317, 1.101, 1.377]], "forces_ev_per_angstrom": [[1.0, -1.3, -3.3], [-0.8, 0.8, 1.2], [2.7, -1.8, -1.3], [6.8, 1.8, 1.8], [-6.3, -1.6, -1.0], [0.0, -0.2, 0.0], [-0.2, -0.5, -0.4], [0.9, -1.4, 2.0], [-0.7, 1.5, -0.1], [-1.3, 0.4, 1.5], [0.5, 1.0, -1.1], [-1.8, -0.9, 3.1], [-0.1, 1.6, -1.2], [-0.6, 0.6, -1.1]]}



{"formula": "C3H7Br3N2O4", "method": "ωB97M-V with the def2-TZVPD basis set", "largest_force_ev_per_a": 2.17, "energy_ha": -8250.79920, "homo_lumo_gap_ev": 9.96, "total_charge": 0, "species": ["C", "N", "O", "O", "H", "H", "H", "C", "N", "O", "O", "H", "H", "H", "C", "Br", "Br", "Br", "H"], "xyz": [[29.351, -22.523, 2.544], [30.194, -21.503, 3.160], [30.261, -21.540, 4.359], [30.781, -20.718, 2.384], [28.388, -22.565, 3.054], [29.776, -23.507, 2.741], [29.200, -22.213, 1.510], [27.859, -18.153, 0.940], [28.046, -16.709, 0.569], [27.470, -15.869, 1.226], [28.812, -16.465, -0.380], [27.388, -18.136, 1.923], [28.841, -18.625, 0.953], [27.226, -18.603, 0.176], [26.924, -20.317, 5.400], [28.270, -19.074, 6.084], [27.434, -22.205, 5.813], [26.676, -20.161, 3.417], [25.913, -20.178, 5.783]], "forces_ev_per_angstrom": [[-1.0, -0.4, -0.5], [0.8, 0.8, -1.5], [0.6, 0.6, 0.5], [-0.9, -1.1, 1.7], [0.1, 0.4, 0.1], [0.4, 0.2, -0.5], [0.2, -0.6, 0.1], [0.0, 0.5, 0.1], [1.3, 0.4, -1.3], [0.0, -0.3, -0.2], [-1.3, -0.5, 1.4], [0.1, -0.1, -0.4], [-0.1, 0.1, 0.0], [0.0, 0.1, 0.1], [0.5, -0.9, -0.7], [-1.0, -0.6, -0.4], [-0.5, 1.1, -0.1], [0.1, -0.1, 1.2], [0.5, 0.2, 0.2]]}



{"formula": "C3H7Br3Si", "method": "ωB97M-V with the def2-TZVPD basis set", "largest_force_ev_per_a": 2.93, "energy_ha": -8130.17167, "homo_lumo_gap_ev": 9.72, "smiles": "CC(C)[Si](Br)(Br)Br", "total_charge": 0, "species": ["C", "C", "C", "Si", "Br", "Br", "Br", "H", "H", "H", "H", "H", "H", "H"], "xyz": [[-0.781, -0.374, -1.316], [0.106, 0.465, -0.419], [1.558, 0.055, -0.442], [-0.738, 0.143, 1.674], [-0.598, -2.014, 2.177], [0.538, 1.288, 3.098], [-2.842, 0.818, 1.870], [-0.637, -1.436, -1.115], [-1.834, -0.136, -1.170], [-0.536, -0.190, -2.357], [-0.016, 1.529, -0.607], [1.691, -0.962, -0.079], [2.166, 0.726, 0.156], [1.923, 0.088, -1.471]], "forces_ev_per_angstrom": [[-0.1, 0.1, 0.3], [-1.3, -0.7, 2.5], [-0.1, 0.1, 0.1], [1.4, 0.7, -2.5], [-0.1, 0.2, -0.1], [-0.2, -0.1, -0.1], [0.2, -0.1, -0.1], [0.0, -0.1, 0.0], [-0.1, 0.0, -0.1], [0.1, 0.0, -0.3], [-0.1, 0.1, 0.2], [0.0, -0.1, 0.0], [0.2, 0.0, 0.1], [0.1, 0.0, -0.1]]}



{"formula": "C3H7BrN2", "method": "ωB97M-V with the def2-TZVPD basis set", "largest_force_ev_per_a": 4.76, "energy_ha": -2801.92045, "homo_lumo_gap_ev": 8.70, "smiles": "BrN1CCCN1", "total_charge": 0, "species": ["Br", "N", "C", "C", "C", "N", "H", "H", "H", "H", "H", "H", "H"], "xyz": [[-1.700, 2.617, 0.016], [-0.142, 1.587, -0.609], [0.627, 1.029, 0.474], [0.297, -0.434, 0.636], [-0.196, -0.831, -0.724], [-0.395, 0.369, -1.472], [0.724, 1.495, 1.447], [1.726, 1.063, 0.140], [-0.532, -0.775, 1.420], [1.147, -1.165, 0.996], [0.492, -1.534, -1.286], [-1.161, -1.409, -0.872], [-1.330, 0.382, -1.883]], "forces_ev_per_angstrom": [[0.1, -0.9, 0.0], [-0.3, -0.7, -1.4], [3.0, -0.9, 0.5], [-0.9, -3.8, 2.7], [-0.9, -2.8, -1.9], [-0.2, 2.7, 0.3], [-0.9, 0.8, -0.2], [-1.4, 0.0, 0.0], [1.4, 1.6, -1.4], [-1.2, 1.9, -0.9], [-0.1, 1.1, 0.6], [0.8, 0.4, 1.3], [0.5, 0.7, 0.2]]}



{"formula": "C3H7BrN2O", "method": "ωB97M-V with the def2-TZVPD basis set", "largest_force_ev_per_a": 4.43, "energy_ha": -2877.09807, "homo_lumo_gap_ev": [7.74, 7.75], "total_charge": 0, "species": ["C", "C", "C", "N", "N", "O", "Br", "H", "H", "H", "H", "H", "H", "H"], "xyz": [[-1.175, -1.371, 0.041], [-0.157, 0.754, -0.078], [1.189, -1.449, -0.390], [-3.703, 1.154, -0.762], [-0.150, -0.668, -0.253], [-1.439, -2.489, 0.255], [-3.180, -0.206, 0.160], [-1.159, 0.964, -0.528], [-0.170, 1.001, 1.069], [0.498, 1.177, -0.762], [1.095, -2.500, -0.118], [1.572, -1.523, -1.400], [1.892, -1.074, 0.296], [-3.657, 2.010, -0.249]], "forces_ev_per_angstrom": [[-2.6, 0.4, 0.3], [-3.3, -0.4, 1.7], [-1.8, -0.5, -0.1], [-0.5, 0.5, -2.2], [4.1, -1.4, -0.6], [-0.2, -1.2, 0.2], [0.6, -1.9, 1.3], [0.8, 0.9, 0.8], [0.5, 0.1, -2.4], [1.8, 1.1, -0.4], [-0.8, 0.1, 0.2], [-0.1, 0.8, -0.3], [0.9, 1.0, 0.6], [0.5, 0.5, 1.1]]}



{"formula": "C3H7BrN3O2", "method": "ωB97M-V with the def2-TZVPD basis set", "largest_force_ev_per_a": 6.58, "energy_ha": -3006.91982, "homo_lumo_gap_ev": 8.67, "total_charge": 1, "species": ["C", "C", "C", "N", "N", "N", "O", "O", "Br", "H", "H", "H", "H", "H", "H", "H"], "xyz": [[2.562, -2.139, 0.886], [0.521, 0.750, -0.740], [1.446, 1.968, 1.168], [2.650, 0.444, -0.237], [3.687, 0.028, -0.403], [1.578, 0.971, 0.116], [1.693, -1.514, 1.280], [3.382, -2.869, 0.619], [-2.246, -1.498, -0.294], [0.706, 0.135, -1.564], [-0.331, 0.146, -0.141], [-0.091, 1.582, -1.037], [2.360, 2.185, 1.683], [1.076, 2.906, 0.662], [0.582, 1.676, 1.783], [-3.102, -0.453, -0.523]], "forces_ev_per_angstrom": [[-0.3, -1.2, 1.0], [-6.1, -2.2, 1.2], [-1.5, 1.6, -0.4], [3.6, 0.0, 0.6], [-2.1, 0.7, 0.0], [1.2, 0.7, 0.0], [-2.1, 2.1, 0.5], [2.4, -1.5, -1.3], [0.8, -1.2, 0.3], [0.8, -0.8, -1.2], [2.0, 1.0, -1.1], [0.6, 1.1, -0.2], [0.3, -0.3, 0.4], [0.7, -0.8, 0.4], [0.7, -0.3, 0.2], [-1.0, 1.1, -0.3]]}



{"formula": "C3H7BrSi", "method": "ωB97M-V with the def2-TZVPD basis set", "largest_force_ev_per_a": 3.23, "energy_ha": -2981.89524, "homo_lumo_gap_ev": 8.34, "smiles": "[SiH2]=CCCBr", "total_charge": 0, "species": ["Si", "C", "C", "C", "Br", "H", "H", "H", "H", "H", "H", "H"], "xyz": [[-1.375, 1.861, -1.138], [-0.193, 0.774, -0.429], [-0.232, -0.613, 0.305], [1.123, -1.213, 0.880], [2.185, -0.031, 2.203], [-0.991, 2.961, -1.947], [-2.657, 1.172, -1.344], [0.860, 1.048, -0.725], [-0.314, -1.470, -0.348], [-1.092, -0.807, 1.022], [1.874, -1.527, 0.189], [0.812, -2.156, 1.332]], "forces_ev_per_angstrom": [[0.6, -2.9, 1.3], [0.8, -0.5, -0.6], [0.8, 0.2, 0.6], [-1.1, 1.2, 1.3], [-1.0, -1.0, -0.9], [0.3, 0.8, -0.5], [-0.4, 0.6, 0.1], [-0.9, -0.1, 0.8], [-0.8, 0.0, -1.3], [1.2, 0.8, -0.6], [0.3, 0.5, -0.9], [0.2, 0.3, 0.8]]}